Entry 1:
Here is an isolated ion of composition C3H9N4 and charge +1 from the OMol25 dataset. Energies are from ωB97M-V/def2-TZVPD.

Results
**Spin multiplicity**: 1
**Kohn-Sham gap**: 9.240 eV
**SMILES string**: CN[N+]1=NNCC1
**Lowest unoccupied orbital energy**: -4.44 eV
**Net charge**: +1

Each line ends with the Mulliken charge.
Positions of all 16 atoms, in Å:
N 0.128 -0.262 -0.026  0.7801
N 1.385 0.041 -0.425  -0.5414
H -0.675 1.713 -0.436  0.2811
H -2.571 0.687 -1.146  0.2934
N -1.870 -1.053 -0.125  0.1770
H 2.618 -1.095 1.045  0.3544
H -2.896 0.582 0.772  0.2714
H 3.124 0.353 0.665  0.3279
C -0.760 0.933 0.305  -0.4327
H 3.166 -1.109 -0.611  0.2859
H -0.582 1.338 1.283  0.3116
C -2.135 0.399 -0.057  -0.4509
C 2.662 -0.500 0.137  -0.8038
H 1.502 0.986 -0.884  0.3117
H -2.495 -1.763 -0.202  0.2033
N -0.602 -1.249 -0.296  -0.3689

Entry 2:
Here is an isolated ion of composition C3H9N4 and charge +1 from the OMol25 dataset. Energies are from ωB97M-V/def2-TZVPD.

Results
**Spin multiplicity**: 1
**Kohn-Sham gap (alpha / beta)**: 7.136 / 8.468 eV
**Lowest unoccupied orbital energy (alpha / beta)**: -7.00 / -6.00 eV
**Net charge**: +1

Each line ends with the Mulliken charge.
Positions of all 16 atoms, in Å:
C 1.013 -0.467 -1.279  -0.3554
H 2.259 0.867 0.076  0.3688
N 0.385 0.093 0.899  -0.1471
H 1.708 -1.295 -1.055  0.3265
C -0.149 0.979 1.841  -0.6825
H -0.530 -1.660 -2.118  0.3494
H -2.968 -1.149 0.339  0.2981
H 0.581 1.254 2.695  0.3190
H -0.984 0.450 2.262  0.2957
N -0.364 -0.902 -1.362  -0.0763
C 1.085 0.594 -0.216  -0.4877
N -1.175 -0.947 -0.315  0.4830
H -0.473 1.981 1.475  0.3362
H 0.670 1.428 -0.745  0.3796
N -2.295 -1.484 -0.317  -0.7027
H 1.237 0.260 -2.181  0.2952

Entry 3:
Here is a 3-piece molecular cluster, C3H9N4O3 overall from the OMol25 dataset. Energies are from ωB97M-V/def2-TZVPD.

Results
**Spin multiplicity**: 1
**Kohn-Sham gap (alpha / beta)**: 6.509 / 6.574 eV
**Lowest unoccupied orbital energy (alpha / beta)**: -5.67 / -5.68 eV
**Net charge**: +1

Each line ends with the Mulliken charge.
Positions of all 19 atoms, in Å:
H -5.256 1.058 -0.450  0.2070
N -4.431 0.902 -0.869  -0.3582
N 0.960 -0.160 0.172  0.0020
H -4.373 0.101 1.857  0.3296
H -1.291 -0.001 -0.197  0.4681
C -3.459 0.298 -0.163  0.9130
N 3.289 -0.436 0.457  0.3758
O -0.233 -0.595 0.302  -0.4356
H -4.188 1.087 -1.884  0.2768
O -2.272 0.477 -0.635  -0.5439
H 6.059 -0.387 -1.727  0.2508
C 2.133 -0.408 0.342  0.3352
H -2.672 -0.428 1.698  0.2912
H 6.320 -0.679 -0.055  0.2885
O 4.396 0.038 0.454  -0.3687
H 6.521 0.886 -0.834  0.2363
H -3.981 -1.409 1.127  0.3150
C -3.619 -0.337 1.202  -1.0184
N 6.097 -0.007 -0.794  -0.5643

These records have energy above the lowest of the compared OMol25 structures with the same formula, charge and spin values of 475.84; 687.09; 519.25 kJ/mol, in the order they appear.